This record from OMol25 describes a molecular structure, C6H11FGaNO3S in a non-equilibrium geometry. The level of theory is the ωB97M-V functional and the def2-TZVPD basis.

Values from the calculation:
Highest occupied orbital energy, Ha: -0.321
HOMO-LUMO gap, eV: 7.942

Geometry as XYZ:
```
24
Properties=species:S:1:pos:R:3:forces:R:3
C 1.014642 -1.792110 1.865530 0.16 0.61 0.04
Ga 0.464787 -1.170557 0.064318 -0.72 -1.48 0.34
C -1.420046 -0.567235 0.085688 -0.16 0.64 -0.24
C -2.425943 -1.525186 -0.059171 -0.19 0.26 0.05
C -3.764502 -1.144489 0.001589 0.35 0.27 0.17
C -4.058426 0.200765 0.207694 0.22 -0.26 -0.11
N -3.126246 1.145393 0.330002 0.02 -0.09 0.05
C -1.851443 0.754948 0.273300 -0.17 -0.47 -0.06
S 1.816043 0.850417 -0.197331 0.61 0.99 0.75
O 1.684200 1.730363 -1.391003 0.50 0.41 -0.64
O 1.962868 1.620709 1.004955 -0.21 -0.35 0.00
F 3.369557 0.350479 -0.468768 0.00 -0.28 -0.07
H 1.982877 -1.412246 2.185708 0.16 -0.15 0.04
H 0.284074 -1.416437 2.579350 -0.08 -0.04 0.09
H 1.016723 -2.877754 1.899760 0.07 -0.11 -0.04
H 0.798018 -2.167433 -1.108041 0.24 0.32 -0.25
H -2.175542 -2.569550 -0.208118 0.01 -0.04 -0.05
H -4.561253 -1.867680 -0.085629 -0.06 -0.06 -0.04
H -5.089585 0.523953 0.271286 -0.06 0.09 -0.01
H -1.121664 1.548320 0.391937 0.01 0.13 0.01
O 3.867786 2.693957 -1.876680 0.37 0.57 0.10
H 4.011911 2.552143 -2.822054 0.11 -0.13 -0.04
H 4.491544 2.166056 -1.349908 -0.01 -0.13 -0.10
H 2.829619 2.373174 -1.594414 -1.18 -0.69 0.01
```
Forces are in eV/Å.